1.
Entry from the OMol25 dataset: a single C3H5NO2 molecule (wB97M-V/def2-TZVPD).

The value obtained for the HOMO energy is -9.9 eV. Its SMILES is NC(=O)[C@H]1CO1. The calculation puts the relative energy (zero: lowest compared OMol25 entry of this formula, charge and spin) at 1.4798 eV. Its total energy is -8776.215 eV.

Structure (XYZ):
```
11
Properties=species:S:1:pos:R:3:lowdin_charge:R:1
N -1.48 0.16 1.27 0.163
C -0.91 -0.16 0.07 -0.486
O -1.54 -0.39 -0.94 0.072
C 0.61 -0.22 0.11 -0.227
C 1.34 -0.11 -1.14 -0.097
O 1.23 1.00 -0.26 -0.022
H -0.94 0.63 1.97 0.106
H -2.47 0.38 1.24 0.112
H 1.05 -0.72 0.97 0.147
H 2.34 -0.53 -1.23 0.116
H 0.76 -0.03 -2.06 0.118
```

***

2.
Entry from the OMol25 dataset: a molecular structure, C3H5NO2 in a non-equilibrium geometry (wB97M-V/def2-TZVPD).

The value obtained for the HOMO energy is -9.8 eV. The calculation puts the relative energy (zero: lowest compared OMol25 entry of this formula, charge and spin) at 4.7782 eV. Its total energy is -8772.916 eV.

Structure (XYZ):
```
11
Properties=species:S:1:pos:R:3:lowdin_charge:R:1
C 0.18 -1.36 0.26 -0.129
C 1.39 -0.64 -0.03 -0.119
C 0.43 0.57 -0.14 -0.442
H -2.50 0.50 -0.47 0.211
H 0.07 -2.32 -0.23 0.098
H -0.51 -1.53 1.24 0.177
H 2.05 -0.92 -0.97 0.158
H 2.25 -0.30 0.69 0.149
N -0.63 -0.24 -0.55 -0.082
O -1.73 0.09 0.22 -0.095
O 0.61 1.77 0.16 0.073
```

***

3.
Entry from the OMol25 dataset: a single C3H5NO2S molecule in a non-equilibrium geometry (wB97M-V/def2-TZVPD).

The value obtained for the HOMO energy is -8.8 eV. Its SMILES is OC[C@@H]1ON=CS1. The calculation puts the relative energy (zero: lowest compared OMol25 entry of this formula, charge and spin) at 2.7565 eV. Its total energy is -19609.755 eV.

Structure (XYZ):
```
12
Properties=species:S:1:pos:R:3:lowdin_charge:R:1
C -1.32 -0.52 0.10 -0.334
C 0.02 -0.25 0.84 -0.473
C 1.90 0.39 -0.65 -0.474
H -1.46 1.07 -1.01 0.105
H -1.35 -1.67 -0.05 0.133
H -2.26 -0.35 0.75 0.143
H 0.04 -0.63 1.85 0.099
H 2.81 0.47 -1.24 0.076
N 1.29 1.43 -0.17 -0.006
O -1.37 0.12 -1.10 -0.043
O 0.31 1.14 0.77 -0.153
S 1.40 -1.19 -0.10 0.927
```

***

4.
Entry from the OMol25 dataset: a single C3H5NO2S molecule in a non-equilibrium geometry (wB97M-V/def2-TZVPD).

The value obtained for the HOMO energy is -9.1 eV. Its SMILES is CC(=O)SNC=O. The calculation puts the relative energy (zero: lowest compared OMol25 entry of this formula, charge and spin) at 0.5039 eV. Its total energy is -19612.007 eV.

Structure (XYZ):
```
12
Properties=species:S:1:pos:R:3:lowdin_charge:R:1
C -2.53 0.57 -1.43 -0.080
C -1.34 -0.14 -0.82 -0.752
C 2.05 -0.02 1.22 -0.415
H -3.17 1.06 -0.62 0.110
H -3.20 -0.15 -1.92 0.086
H -2.22 1.32 -2.19 0.089
H 0.72 -1.23 0.26 0.100
H 2.17 1.05 1.42 0.114
N 0.89 -0.26 0.50 -0.297
O -1.13 -1.32 -0.86 0.025
O 2.82 -0.90 1.54 0.025
S -0.20 0.94 0.02 0.996
```